# 1
DFT (the ωB97M-V functional and the def2-TZVPD basis) results for C37H39AuIN2P2 as an isolated structure in a non-equilibrium geometry.

Output
Frontier orbital gap, eV: 8.473
E_LUMO, eV: -2.0
Energy, Ha: -2658.75255
Net charge: +1
HOMO level, eV: -10.5

```
82
Properties=species:S:1:pos:R:3:lowdin_charge:R:1
Au 0.543 0.585 -0.080 0.710
C -2.313 -2.162 -0.425 -0.270
C -0.979 -2.160 -1.226 -0.317
P -0.186 -0.630 -1.869 0.858
C -0.696 -0.352 -3.617 -0.345
C -1.415 0.747 -4.074 -0.096
C -1.678 0.905 -5.426 -0.070
C -1.230 -0.035 -6.338 -0.066
C -0.518 -1.140 -5.893 -0.062
C -0.243 -1.293 -4.545 -0.091
C 1.514 -1.268 -2.252 -0.414
C 2.048 -2.507 -1.928 -0.109
C 3.393 -2.772 -2.164 -0.073
C 4.211 -1.810 -2.728 -0.071
C 3.686 -0.567 -3.060 -0.065
C 2.354 -0.297 -2.812 -0.128
C -2.590 -0.951 0.503 -0.396
P -2.927 0.525 -0.563 1.031
C -2.494 1.957 0.497 -0.444
C -2.671 1.937 1.881 -0.110
C -2.399 3.072 2.628 -0.093
C -1.965 4.236 2.010 -0.075
C -1.811 4.273 0.632 -0.074
C -2.075 3.138 -0.119 -0.121
C -4.765 0.609 -0.487 -0.357
C -5.455 1.653 0.128 -0.083
C -6.842 1.654 0.161 -0.074
C -7.559 0.624 -0.425 -0.081
C -6.882 -0.402 -1.067 -0.081
C -5.498 -0.404 -1.109 -0.106
H -2.294 -3.071 0.180 0.096
H -3.152 -2.251 -1.117 0.083
H -1.056 -2.852 -2.069 0.099
H -0.203 -2.534 -0.556 0.034
H -1.796 1.479 -3.380 0.076
H -2.238 1.766 -5.768 0.110
H -1.430 0.091 -7.394 0.111
H -0.169 -1.881 -6.600 0.111
H 0.331 -2.149 -4.217 0.106
H 1.434 -3.283 -1.488 0.077
H 3.801 -3.740 -1.901 0.107
H 5.257 -2.023 -2.905 0.109
H 4.320 0.193 -3.499 0.111
H 1.940 0.680 -3.042 0.103
H -1.732 -0.772 1.155 0.020
H -3.466 -1.149 1.121 0.075
H -3.044 1.041 2.365 0.105
H -2.543 3.057 3.701 0.100
H -1.758 5.118 2.601 0.107
H -1.495 5.184 0.142 0.108
H -1.953 3.174 -1.195 0.094
H -4.922 2.472 0.588 0.095
H -7.362 2.469 0.648 0.107
H -8.640 0.625 -0.393 0.107
H -7.436 -1.201 -1.544 0.107
H -4.985 -1.201 -1.634 0.090
I -1.820 -2.296 4.026 0.920
C -0.463 -3.153 2.654 -0.780
C -0.631 -4.465 2.239 -0.128
C 0.317 -4.977 1.367 -0.045
C 1.377 -4.175 0.965 -0.075
C 1.431 -2.872 1.434 -0.160
N 0.516 -2.364 2.261 0.014
H -1.458 -5.062 2.596 0.101
H 0.228 -5.996 1.016 0.118
H 2.150 -4.560 0.314 0.106
H 2.233 -2.196 1.159 0.110
C 1.830 -0.108 4.746 -0.030
C 1.226 1.246 4.329 -0.562
C -0.230 1.373 4.844 -0.035
C 2.080 2.411 4.852 -0.024
C 1.201 1.257 2.874 -0.094
N 1.157 1.241 1.728 0.059
H 1.857 -0.160 5.834 0.099
H 2.848 -0.199 4.366 0.095
H 1.236 -0.936 4.361 0.047
H -0.235 1.136 5.907 0.098
H -0.903 0.679 4.333 0.027
H -0.603 2.388 4.712 0.074
H 1.955 2.470 5.932 0.098
H 1.765 3.358 4.415 0.094
H 3.133 2.252 4.625 0.094
```


# 2
DFT (the ωB97M-V functional and the def2-TZVPD basis) results for C37H40FeGeN9O4 as an isolated structure in a non-equilibrium geometry.

Output
2S+1: 2
Frontier orbital gap (spin up / spin down), eV: 5.071 / 5.576
E_LUMO (spin up / spin down), eV: -7.0 / -6.6
Energy, Ha: -5567.72964
Net charge: +2
HOMO level (spin up / spin down), eV: -12.0 / -12.2

```
92
Properties=species:S:1:pos:R:3:lowdin_charge:R:1
Fe -0.649 0.387 0.404 0.462
O -2.158 2.103 0.822 -0.096
C -3.279 1.946 -0.047 -0.157
C -3.511 0.482 -0.317 -0.249
C -4.728 0.081 -0.848 0.000
C -4.957 -1.266 -1.057 -0.027
C -3.976 -2.178 -0.703 -0.027
C -2.789 -1.701 -0.190 -0.099
N -2.545 -0.394 -0.018 0.038
H -1.893 3.029 0.807 0.108
H -3.114 2.470 -0.992 0.127
H -4.172 2.362 0.423 0.139
H -5.480 0.822 -1.086 0.130
H -5.896 -1.603 -1.476 0.124
H -4.125 -3.242 -0.825 0.123
H -1.992 -2.376 0.093 0.122
N 1.355 1.496 2.034 0.076
N 2.204 2.317 1.282 0.046
C 1.778 2.732 0.079 -0.337
N 2.524 3.556 -0.641 0.249
N 0.572 2.233 -0.280 0.117
N 0.129 2.391 -1.497 -0.313
O -0.802 1.472 -1.743 -0.151
O 0.649 2.995 -2.424 0.079
H 0.723 2.061 2.596 0.118
H 1.944 0.969 2.675 0.040
H 2.860 2.900 1.790 0.143
H 3.478 3.750 -0.378 0.144
H 2.249 3.713 -1.601 0.110
C 3.409 3.928 4.764 -0.035
C 3.222 2.445 4.556 -0.293
C 2.222 1.735 5.210 -0.028
C 2.069 0.361 5.058 -0.015
C 2.927 -0.345 4.221 -0.260
N 2.889 -1.742 4.030 0.141
C 2.125 -2.715 4.660 -0.505
O 2.615 -3.771 4.978 0.120
N 0.780 -2.471 4.909 0.144
C -0.180 -1.724 4.226 -0.224
C -1.442 -1.591 4.801 0.018
C -2.411 -0.858 4.153 -0.019
C -2.115 -0.278 2.930 -0.118
N -0.921 -0.426 2.354 0.000
C 0.026 -1.135 2.984 -0.069
C 3.927 0.357 3.542 -0.032
C 4.074 1.724 3.718 -0.074
H 2.706 4.316 5.499 0.084
H 3.269 4.484 3.834 0.073
H 4.418 4.143 5.115 0.093
H 1.560 2.257 5.892 0.123
H 1.320 -0.155 5.641 0.115
H 3.783 -2.146 3.789 0.154
H 0.417 -3.158 5.555 0.161
H -1.654 -2.072 5.749 0.131
H -3.394 -0.733 4.587 0.121
H -2.842 0.313 2.397 0.101
H 0.964 -1.269 2.463 0.114
H 4.631 -0.187 2.922 0.125
H 4.891 2.236 3.219 0.125
C -1.311 2.167 -4.711 -0.170
Ge -0.668 0.727 -3.609 1.062
C 1.221 0.348 -3.693 -0.279
C 1.843 0.445 -4.937 -0.084
C 3.221 0.322 -5.050 -0.054
C 3.994 0.109 -3.919 -0.058
C 3.385 -0.008 -2.675 -0.069
C 2.008 0.112 -2.564 -0.136
C -1.898 -0.741 -3.555 -0.221
C -3.088 -0.543 -4.219 -0.099
C -3.899 -1.627 -4.619 -0.057
C -3.460 -2.903 -4.430 -0.005
C -2.251 -3.162 -3.734 -0.163
C -1.776 -4.486 -3.547 -0.015
C -0.630 -4.725 -2.848 -0.055
C 0.061 -3.653 -2.242 -0.052
C -0.375 -2.370 -2.413 -0.066
C -1.500 -2.078 -3.223 -0.189
H -1.702 1.787 -5.653 0.045
H -0.502 2.868 -4.904 0.035
H -2.104 2.698 -4.183 0.042
H 1.253 0.604 -5.833 0.112
H 3.691 0.397 -6.022 0.117
H 5.070 0.034 -4.005 0.115
H 3.984 -0.202 -1.793 0.108
H 1.556 0.012 -1.581 0.071
H -3.407 0.461 -4.475 0.098
H -4.836 -1.437 -5.126 0.115
H -4.034 -3.742 -4.806 0.126
H -2.336 -5.304 -3.984 0.123
H -0.258 -5.735 -2.739 0.114
H 0.939 -3.853 -1.641 0.112
H 0.124 -1.553 -1.908 0.069
```